# 1
{"formula": "C30H84HfN7O9", "method": "the ωB97M-V functional and the def2-TZVPD basis", "species": ["C", "H", "O", "H", "O", "H", "H", "H", "H", "H", "H", "H", "C", "C", "C", "H", "H", "H", "C", "H", "H", "H", "N", "H", "C", "H", "C", "C", "C", "C", "H", "H", "C", "H", "C", "Hf", "H", "H", "O", "C", "H", "C", "C", "O", "H", "C", "C", "C", "O", "H", "H", "H", "N", "H", "H", "H", "H", "C", "H", "N", "H", "H", "C", "H", "C", "H", "H", "C", "H", "H", "H", "O", "H", "H", "H", "H", "H", "H", "H", "H", "H", "H", "C", "H", "H", "H", "O", "H", "C", "H", "H", "H", "C", "H", "H", "H", "N", "H", "H", "C", "O", "H", "H", "H", "H", "H", "H", "H", "H", "H", "H", "N", "H", "C", "C", "C", "H", "H", "H", "H", "H", "H", "O", "H", "N", "H", "N", "H", "H", "C", "H"], "positions_angstrom": [[-14.24724, 7.10211, 23.55348], [-15.65879, 15.36894, 22.09135], [-12.52032, 8.12207, 17.74575], [-18.20746, 12.69912, 21.13115], [-17.32271, 7.76275, 13.86916], [-16.77012, 4.72239, 20.67740], [-20.28265, 13.56674, 14.71042], [-18.17839, 5.06945, 13.30016], [-21.44351, 6.20783, 12.50400], [-20.37413, 6.29471, 18.93033], [-21.04790, 9.83789, 15.33014], [-14.38445, 14.87938, 18.75515], [-15.95194, 11.92933, 13.83990], [-18.09106, 8.37593, 18.53399], [-21.55057, 8.02213, 17.08557], [-22.26343, 10.39837, 16.45569], [-17.13576, 9.50301, 14.91944], [-21.40319, 2.89985, 22.94524], [-14.26419, 4.59237, 23.55347], [-21.20649, 6.64538, 14.14341], [-19.68347, 1.83483, 23.70678], [-13.69409, 13.47849, 20.65428], [-13.94383, 10.22074, 20.42645], [-19.02843, 8.74719, 13.79903], [-17.90148, 12.96103, 14.58191], [-20.47081, 7.94800, 16.92400], [-22.10336, 9.72979, 15.59809], [-19.55387, 3.79108, 23.43469], [-20.86942, 6.89033, 13.13491], [-13.61835, 9.93237, 19.04761], [-14.63742, 9.76307, 18.64090], [-13.62531, 4.60101, 24.43356], [-22.07387, 6.70121, 17.65358], [-17.58774, 11.10116, 21.67389], [-14.75183, 14.79262, 21.90264], [-17.36808, 3.80773, 17.70530], [-13.87957, 15.41948, 22.08951], [-15.97105, 5.94881, 24.01924], [-17.42887, 6.03132, 18.47568], [-13.57094, 7.48265, 17.09994], [-17.09948, 3.22038, 20.81110], [-15.87020, 13.44322, 20.09846], [-21.45961, 6.37232, 19.02888], [-13.27651, 7.26651, 22.52386], [-13.18993, 7.12156, 16.14541], [-13.09316, 11.13932, 18.28141], [-18.74193, 7.70490, 13.97932], [-12.53182, 8.45530, 22.69031], [-22.33482, 8.39342, 15.97506], [-19.76955, 14.98686, 15.22594], [-22.60345, 5.41841, 16.22683], [-21.41169, 3.69211, 24.56311], [-19.15451, 5.30483, 13.46408], [-21.57740, 4.57183, 22.98699], [-23.14237, 6.87673, 17.80942], [-18.44567, 12.33407, 13.86327], [-17.74882, 9.35047, 18.88556], [-15.10123, 5.85315, 23.36894], [-15.73976, 13.06904, 19.07062], [-19.90492, 14.02982, 15.53500], [-17.89271, 4.98541, 24.10560], [-14.73371, 14.10713, 22.75412], [-16.58208, 8.56721, 14.78134], [-14.07864, 6.69134, 17.65611], [-14.55197, 14.14090, 20.51873], [-14.87580, 3.69060, 23.52968], [-19.67659, 6.03202, 21.60771], [-19.16432, 11.95399, 16.56899], [-16.05606, 7.54373, 18.56917], [-16.58085, 8.08249, 15.76295], [-13.65866, 7.08368, 24.47607], [-19.31996, 6.34199, 23.61995], [-14.61726, 10.97846, 20.52329], [-17.74487, 11.55637, 19.98267], [-15.52628, 12.84823, 13.40883], [-19.12965, 6.78112, 11.96207], [-15.01940, 11.41941, 14.08730], [-13.30919, 11.09883, 17.21566], [-16.97780, 7.35719, 20.01676], [-14.82952, 5.76709, 21.38609], [-21.15748, 7.87709, 12.76963], [-17.78615, 13.90250, 14.03167], [-17.06291, 7.29408, 18.92474], [-12.02847, 8.51972, 23.65725], [-18.05671, 13.78253, 16.50424], [-16.51819, 11.42527, 13.05350], [-17.03117, 3.93145, 20.15819], [-15.58949, 8.84190, 14.43709], [-17.45672, 11.91974, 20.97144], [-14.89348, 7.98385, 23.65322], [-19.67121, 12.32388, 17.46246], [-14.20688, 9.35030, 20.87694], [-19.05229, 6.64010, 22.27004], [-13.64272, 4.53048, 22.65694], [-14.92411, 16.02478, 19.67994], [-11.85673, 8.47317, 21.83694], [-21.77542, 5.51225, 16.81250], [-19.31423, 2.61080, 25.04750], [-19.11356, 7.46601, 14.98303], [-18.71764, 13.21858, 15.84128], [-16.14030, 12.44827, 21.02741], [-19.87982, 11.30061, 16.07233], [-14.23346, 8.33490, 16.86493], [-13.63201, 12.02954, 18.61629], [-18.26495, 11.45754, 16.93506], [-16.65842, 14.19672, 19.98957], [-22.84401, 10.10085, 14.89386], [-19.17015, 3.68444, 22.41574], [-16.09234, 6.65266, 21.85743], [-18.03153, 6.51619, 21.90498], [-19.16481, 5.10870, 25.16579], [-15.65272, 5.74276, 21.98546], [-18.21518, 8.50433, 17.45639], [-21.07900, 3.76483, 23.53012], [-18.99031, 5.07750, 24.08696], [-19.36897, 6.70876, 13.02645], [-21.68024, 7.16782, 19.74269], [-21.77691, 5.42263, 19.46022], [-21.94643, 4.78520, 17.50230], [-13.17038, 9.34664, 22.62917], [-11.72968, 8.94195, 19.38713], [-19.68290, 4.76580, 12.78531], [-16.69519, 12.32253, 14.94647], [-21.77803, 8.74876, 17.87514], [-14.21930, 15.29035, 19.67874], [-19.08614, 8.13187, 18.90281], [-19.05861, 2.55223, 24.06301], [-12.04628, 11.34047, 18.50924], [-19.33647, 7.68078, 22.12107], [-12.72170, 8.68302, 19.01705], [-13.11375, 7.92024, 19.69988]], "homo_lumo_gap_ev": 1.4, "multiplicity": 1, "e_tot_ha": -2300.36234, "charge": 3}

---

# 2
{"formula": "C30H84N2O16", "method": "the ωB97M-V functional and the def2-TZVPD basis", "species": ["O", "H", "N", "H", "C", "H", "H", "H", "C", "H", "H", "H", "C", "H", "H", "C", "C", "C", "H", "C", "O", "H", "H", "N", "C", "H", "H", "H", "H", "H", "H", "H", "C", "H", "O", "H", "H", "H", "H", "H", "H", "H", "H", "H", "H", "C", "C", "C", "H", "H", "O", "H", "O", "H", "H", "H", "H", "C", "C", "H", "H", "H", "H", "H", "H", "O", "H", "H", "H", "H", "O", "C", "H", "H", "H", "H", "H", "H", "H", "H", "H", "C", "H", "H", "H", "C", "H", "H", "H", "C", "C", "H", "C", "H", "C", "H", "H", "C", "O", "H", "O", "H", "O", "H", "H", "H", "O", "O", "H", "H", "C", "C", "H", "O", "C", "C", "H", "H", "H", "H", "H", "C", "C", "O", "C", "C", "H", "H", "O", "H", "H", "O"], "positions_angstrom": [[8.49892, 16.74420, 10.70374], [13.57984, 16.97714, 18.32569], [13.90136, 19.15254, 14.71319], [15.27039, 7.40110, 12.08090], [6.92763, 15.10943, 10.44050], [12.20352, 16.52709, 8.74192], [6.62975, 14.09123, 10.60085], [13.30425, 12.94598, 10.23108], [14.26528, 20.02312, 13.62237], [14.67638, 18.48432, 12.26189], [12.44034, 15.51987, 15.20884], [12.80283, 13.69452, 13.61840], [15.16248, 7.58503, 11.01624], [14.63243, 10.91321, 8.00536], [13.36550, 17.48009, 9.66241], [14.81250, 14.01921, 16.76265], [17.24223, 18.03301, 12.78272], [10.12051, 12.44224, 15.62323], [17.90016, 18.65760, 12.15278], [8.22336, 15.44297, 11.16415], [14.13194, 18.84099, 17.60347], [15.35006, 14.33983, 14.63537], [14.76320, 18.85111, 15.10130], [13.13044, 10.90754, 9.54061], [12.87482, 9.44228, 13.40338], [13.07080, 14.88923, 12.28119], [14.31873, 10.69741, 12.76150], [11.26292, 18.69336, 8.89622], [8.97345, 14.70165, 10.88226], [10.98441, 20.36549, 9.51448], [13.95042, 15.93723, 14.39504], [15.10919, 17.72278, 18.91205], [17.56147, 13.93391, 11.74206], [13.45085, 16.72265, 6.70483], [13.98365, 15.62547, 9.23370], [8.29157, 18.34480, 16.70464], [8.59894, 10.81815, 8.66449], [15.08160, 15.68886, 10.76469], [7.10193, 15.29113, 9.36701], [16.74954, 17.30812, 12.14873], [14.83575, 17.48993, 7.42492], [8.12334, 15.40000, 12.23943], [8.73902, 11.35357, 10.38319], [11.01528, 19.72797, 11.74411], [13.46946, 20.81418, 15.94949], [13.06304, 19.79411, 15.70599], [11.18346, 12.26798, 10.10399], [10.82628, 19.30962, 9.70608], [15.85517, 8.97679, 8.96961], [10.86597, 15.44552, 12.33960], [12.32767, 17.06380, 13.76271], [12.14288, 19.44368, 17.66490], [16.31835, 18.86750, 13.51887], [9.83562, 13.92262, 14.34866], [10.29190, 17.91594, 18.64430], [12.89612, 17.78250, 14.17099], [15.20218, 11.26876, 9.66953], [13.76810, 17.37918, 7.51555], [12.89280, 18.98977, 16.97281], [9.37337, 17.01124, 11.02776], [11.09170, 11.96458, 11.16102], [12.30946, 9.21499, 14.34038], [6.21900, 15.85233, 10.75934], [9.58600, 12.71729, 17.66891], [17.75621, 13.87726, 12.81955], [14.92879, 8.97237, 10.74587], [12.62416, 12.59089, 8.57368], [9.76430, 19.12336, 9.57376], [12.07004, 19.93203, 15.27627], [14.16047, 8.50736, 8.90166], [13.73499, 13.14122, 16.31284], [15.24261, 19.30715, 12.71844], [12.48091, 19.13376, 11.12323], [13.21715, 18.30696, 7.36928], [13.95106, 11.59171, 15.32842], [13.57410, 14.81763, 8.92891], [13.11216, 10.52651, 10.47815], [16.16455, 12.99327, 15.51409], [18.19713, 14.73358, 11.39216], [12.33155, 9.08882, 11.54598], [10.80038, 16.55867, 16.34488], [9.29848, 18.05419, 16.99759], [14.49272, 15.07286, 16.88142], [12.88966, 13.49221, 16.64969], [15.46424, 13.52135, 12.05909], [11.36983, 18.97691, 11.04744], [8.70836, 12.54581, 9.07858], [15.59480, 20.03328, 11.94366], [13.57129, 8.63386, 13.21936], [13.60860, 10.69416, 13.61844], [14.47818, 10.68845, 9.05982], [10.78041, 13.27983, 9.97079], [9.75641, 16.85698, 16.17231], [12.92639, 11.58189, 13.52711], [12.87250, 15.78794, 14.22551], [9.39940, 11.60553, 15.58212], [17.88749, 12.95486, 11.44988], [12.55209, 14.69282, 13.23162], [11.97451, 9.60118, 12.26923], [11.00154, 12.22900, 14.98376], [15.73424, 15.50385, 11.45193], [13.50884, 18.35401, 19.43743], [11.06975, 17.65536, 11.49121], [15.94502, 13.74094, 10.31906], [16.55764, 14.83236, 15.82292], [14.68866, 20.95165, 14.05518], [10.42571, 11.42253, 9.15538], [9.45799, 13.62697, 15.18844], [14.36135, 7.04310, 10.50553], [10.68464, 14.46505, 16.48922], [14.86908, 9.23985, 9.32917], [16.09768, 14.09257, 11.34234], [15.18229, 13.59436, 17.70307], [11.11946, 14.67654, 12.89886], [9.00178, 11.54820, 9.37049], [13.24158, 16.80882, 8.83476], [16.12694, 7.28474, 10.56127], [9.08888, 16.00972, 16.22213], [13.39016, 20.30274, 13.04753], [11.53752, 17.46295, 12.35735], [17.87230, 17.47960, 13.49374], [12.63136, 12.26022, 9.61745], [14.07125, 17.90127, 18.65719], [11.20558, 13.90395, 17.06814], [15.81700, 14.03562, 15.58802], [10.50289, 12.65373, 17.06913], [9.66146, 17.13138, 15.11588], [12.49751, 17.98495, 16.79660], [14.25238, 10.76154, 14.90530], [9.89697, 18.97215, 16.76082], [11.16642, 11.89667, 17.42135], [9.35284, 17.91270, 18.38955]], "relative_energy_kj_mol": 179.68, "homo_lumo_gap_ev": 9.4, "smiles": "COCCNCCOC.COCCNCCOC.OCCO.OCCO.OCCO.CCO.CCO.CCO.CCO.CCO.CCO", "multiplicity": 1, "e_tot_ha": -2506.57490, "charge": 0}